# C33H33F3N5O15P2S

6 unconnected molecules or ions with the total composition C33H33F3N5O15P2S (ωB97M-V/def2-TZVPD, the OMol25 dataset).

Last column: Mulliken charge in e.
Geometry (Å):
O 3.46027 -1.77887 -0.51244  -0.586
P 2.98779 -3.15620 -0.90114  0.566
P 0.79541 -3.14518 -1.28675  0.046
O 0.75937 -4.89432 -1.52319  -0.354
C -0.54571 -5.40698 -1.55380  -0.614
C -1.44556 -4.24357 -1.99217  0.122
S -3.19615 -4.57979 -1.62765  1.242
O -3.34048 -5.47027 -0.51353  -0.682
O -3.81382 -5.06051 -2.83240  -0.695
C -4.11403 -2.99517 -1.20503  0.680
F -5.15772 -2.83154 -2.03172  -0.259
F -4.55653 -3.09381 0.06154  -0.230
F -3.35651 -1.90272 -1.28347  -0.226
O -0.93570 -3.01531 -1.70025  -0.269
H 3.34893 -4.05495 0.11281  0.072
H 3.61754 -3.47749 -2.13843  0.010
H 1.08458 -2.87686 -2.67652  -0.164
H 0.78796 -1.76373 -0.91037  -0.105
H 0.41714 -3.46840 0.08589  -0.186
H -0.62572 -6.26053 -2.21667  0.332
H -0.74075 -5.76023 -0.54150  0.292
H -1.41754 -4.30791 -3.08723  0.199
C -5.39735 -0.00677 0.27069  -0.140
C -6.51084 -0.21113 -0.53623  -0.122
C -7.61059 0.62397 -0.43315  -0.623
C -7.58070 1.65955 0.48214  -0.018
C -6.48846 1.87456 1.30142  -0.243
C -5.39492 1.03313 1.19195  -0.782
N -8.73497 2.56071 0.58017  1.040
O -9.69035 2.34230 -0.13526  -0.614
O -8.67151 3.48302 1.36981  -0.620
H -4.54494 -0.65629 0.17877  0.383
H -6.52079 -1.02112 -1.24916  0.444
H -8.47459 0.46601 -1.06059  0.444
H -6.48355 2.68445 2.01488  0.457
H -4.53284 1.19028 1.82495  0.386
C 8.98695 -5.73298 0.68994  -0.419
C 7.97536 -5.20597 -0.10037  -0.572
C 6.72811 -4.95355 0.44540  -0.002
C 6.51675 -5.23027 1.78218  -0.011
C 7.50906 -5.76067 2.58328  -0.426
C 8.75235 -6.01381 2.02917  -0.429
N 5.20438 -4.92706 2.36542  1.017
O 4.37290 -4.46455 1.61374  -0.688
O 5.04059 -5.13876 3.54965  -0.624
H 9.96219 -5.92393 0.26158  0.376
H 8.15803 -4.98766 -1.14310  0.399
H 5.93726 -4.54239 -0.16579  0.385
H 7.32228 -5.97205 3.62520  0.448
H 9.54076 -6.42599 2.64369  0.374
C -9.81493 6.47495 0.42040  -0.325
C -10.92540 6.24935 -0.38121  -0.424
C -12.03250 7.07540 -0.28243  -0.328
C -12.00721 8.12205 0.62060  0.113
C -10.91338 8.35802 1.43181  -0.302
C -9.81171 7.52519 1.32820  -0.525
N -13.17123 9.01488 0.71364  0.999
O -14.12590 8.77453 0.00482  -0.609
O -13.11025 9.94351 1.49253  -0.611
H -8.95238 5.82944 0.33892  0.387
H -10.92687 5.42865 -1.08452  0.372
H -12.89837 6.90324 -0.90340  0.433
H -10.91397 9.17740 2.13440  0.434
H -8.94772 7.69684 1.95470  0.374
C 4.54007 1.82982 3.31802  -0.541
C 5.45048 2.27675 2.37033  -0.415
C 6.44703 1.42912 1.92180  -0.348
C 6.51619 0.14584 2.42420  0.178
C 5.62304 -0.31539 3.37102  -0.380
C 4.62885 0.53784 3.81899  -0.482
N 7.56427 -0.75366 1.92267  1.085
O 8.34485 -0.31259 1.10074  -0.631
O 7.58866 -1.88452 2.35299  -0.616
H 3.75467 2.48868 3.66302  0.370
H 5.37830 3.28034 1.97599  0.370
H 7.15772 1.76932 1.18490  0.592
H 5.69100 -1.32255 3.75325  0.467
H 3.91750 0.19148 4.55504  0.390
C 7.87751 1.53614 -3.70439  -0.484
C 6.84894 2.01035 -4.50793  -0.399
C 5.60736 2.28505 -3.95789  -0.443
C 5.41757 2.08187 -2.60498  -0.203
C 6.42571 1.60168 -1.79360  -0.236
C 7.66453 1.32833 -2.34861  -0.252
N 4.11016 2.40304 -2.00736  1.089
O 3.24140 2.81227 -2.74942  -0.626
O 3.99241 2.26440 -0.81151  -0.587
H 8.84728 1.32665 -4.13652  0.374
H 7.01489 2.16931 -5.56450  0.366
H 4.80489 2.65534 -4.57744  0.455
H 6.25178 1.44067 -0.74214  0.470
H 8.46144 0.95236 -1.72148  0.440

Results
Total energy (eV): -110470.183
HOMO energy (eV): -4.95
Orbital gap (eV): 5.73
Net charge: -1
LUMO energy (eV): 0.779

# C20H33N9O3

8 unconnected molecules or ions with the total composition C20H33N9O3 (ωB97M-V/def2-TZVPD, the OMol25 dataset).

Last column: Mulliken charge in e.
Geometry (Å):
C -0.77427 3.86219 -1.69004  -0.566
C -0.45614 3.52678 -0.08764  -0.227
C 0.84778 4.34147 0.49823  -0.853
C 2.15214 3.39480 0.82794  0.560
N 3.36881 4.31765 1.04208  -0.506
O 2.65291 2.58354 -0.33125  -0.356
C 2.24929 1.17125 -0.04314  0.531
O 1.66842 0.26855 -0.83821  -0.503
O 2.62217 1.08043 1.40819  -0.421
C 1.83699 2.23940 1.94931  -0.023
N 1.94070 2.55618 3.42468  -0.665
H -0.89188 2.81739 -2.25447  -0.114
H -1.81424 4.42321 -1.81031  0.285
H 0.08984 4.52791 -2.14605  0.291
H -1.40604 3.91987 0.51700  0.313
H -0.37953 2.36056 -0.01624  0.100
H 0.52374 4.90061 1.50018  0.289
H 1.07756 5.19987 -0.29605  0.361
H 3.20251 4.97598 1.83458  0.247
H 4.23185 3.72788 1.19682  0.317
H 0.73314 1.82462 1.79247  0.209
H 1.30524 1.86047 3.91468  0.357
H 1.47275 3.48740 3.60274  0.303
C -0.79571 -0.70759 -3.11628  -0.296
C -1.32777 0.66120 -3.50880  0.363
N -1.76910 1.79665 -3.83439  -0.610
H -1.57792 -1.28061 -2.61084  0.176
H -0.47487 -1.25260 -4.00821  0.334
H 0.05697 -0.59641 -2.44088  0.190
C -0.65707 -4.80567 -0.75947  -0.473
C -1.55714 -3.85526 -1.53233  0.485
N -2.30377 -3.06689 -2.17346  -0.631
H -0.15203 -4.26743 0.04732  0.005
H -1.25229 -5.61567 -0.32922  0.231
H 0.09536 -5.23290 -1.42799  0.275
C 0.65287 -2.14984 2.68192  -0.528
C -0.34613 -3.25334 2.99013  0.278
N -1.17482 -4.16874 3.24579  -0.482
H 0.24107 -1.18101 2.97767  0.187
H 1.58223 -2.32439 3.23085  0.312
H 0.87004 -2.13226 1.61041  0.254
C 5.96067 4.77032 -1.20743  -0.293
C 7.21207 5.46241 -0.69192  0.234
N 8.25012 6.03651 -0.26427  -0.417
H 5.66621 5.20020 -2.16877  0.302
H 6.15286 3.70202 -1.33888  0.253
H 5.14232 4.89983 -0.49390  -0.071
C -2.46162 -3.68064 6.77442  -0.698
C -1.98529 -2.24699 6.60562  0.351
N -1.59018 -1.05774 6.46558  -0.457
H -1.65163 -4.37363 6.53082  0.252
H -2.77625 -3.84965 7.80784  0.316
H -3.30730 -3.87328 6.10861  0.236
C -4.86327 -6.06672 0.94120  -0.687
C -3.94124 -6.34804 -0.23415  0.451
N -3.17641 -6.58139 -1.20915  -0.516
H -5.07105 -6.99400 1.48218  0.279
H -4.39098 -5.35458 1.62333  0.218
H -5.80614 -5.64481 0.58264  0.267
C -2.60951 -0.55765 -6.64838  -0.401
C -1.68748 -0.83896 -7.82374  0.294
N -0.92265 -1.07231 -8.79873  -0.428
H -2.81729 -1.48492 -6.10740  0.249
H -2.13722 0.15450 -5.96626  -0.047
H -3.55238 -0.13573 -7.00695  0.313

Results
SMILES: CCC[C@]1(N)OC(=O)O[C@H]1N.CC#N.CC#N.CC#N.CC#N.CC#N.CC#N.CC#N
Total energy (eV): -40817.134
HOMO energy (eV): -10.49
Orbital gap (eV): 10.33
Net charge: 0
LUMO energy (eV): -0.159

# C9H8BrN3

A molecular structure, C9H8BrN3 (ωB97M-V/def2-TZVPD, the OMol25 dataset).

Last column: Mulliken charge in e.
Geometry (Å):
Br 2.91099 -3.82551 -0.83972  -0.208
N -2.32013 2.70644 0.82862  -0.878
C -2.26952 1.59236 0.24522  0.261
C 0.11034 1.09970 0.53275  -0.501
C -1.08682 0.74662 0.10565  0.617
C 3.04131 -1.12352 0.21309  -0.439
C 2.40059 0.10693 0.55786  -0.716
C 0.99786 -2.07957 -0.68804  -0.546
C 2.27271 -2.15297 -0.41886  0.258
C 1.04585 0.12984 0.12249  0.629
C 0.28172 -0.92822 -0.42795  -0.292
N -3.43775 1.14984 -0.16505  -0.498
N -1.04872 -0.47388 -0.61451  -0.176
H -1.38687 2.97169 1.10686  0.185
H 0.26230 2.05744 0.92493  0.387
H 4.06911 -1.23278 0.43789  0.456
H 2.95790 0.83424 1.21734  0.316
H 0.46760 -3.01510 -0.96494  0.304
H -3.36098 0.60020 -1.00969  0.209
H -4.06307 1.90477 -0.18282  0.338
H -1.84440 -1.06852 -0.98113  0.292

Results
Total energy (eV): -83974.421
HOMO energy (eV): -8.27
Orbital gap (eV): 8.83
Net charge: 0
LUMO energy (eV): 0.554
Energy above the lowest of the compared OMol25 structures with the same formula, charge and spin (kJ/mol): 122.3

Maximum force for every record listed, in sequence, given in eV/Å: 2.21, 10.30, 5.53.